[1]
ORCA calculation (the ωB97M-V functional and the def2-TZVPD basis) on 5 unconnected molecules or ions with the total composition C10H31NO6.

Last column: Löwdin charge in e.
Geometry (Å):
C  0.266  -0.241  0.271  -0.217
O  1.388  -0.398  0.967  -0.169
C  2.099  0.725  1.516  -0.190
C  3.230  1.402  0.653  -0.249
N  3.792  2.489  1.317  -0.092
C  4.825  3.149  0.479  -0.177
C  5.243  4.444  1.186  -0.198
O  6.212  5.129  0.353  -0.208
C  5.704  6.209  -0.437  -0.061
H  -0.712  -0.181  0.834  0.095
H  0.083  -0.960  -0.592  0.092
H  0.319  0.658  -0.268  0.069
H  2.553  0.445  2.431  0.093
H  1.207  1.406  1.833  0.151
H  2.550  1.639  -0.290  0.156
H  4.028  0.526  0.552  0.159
H  4.390  2.223  2.030  0.085
H  4.278  3.404  -0.518  0.148
H  5.605  2.476  0.258  0.099
H  5.702  4.368  2.182  0.122
H  4.474  5.126  1.493  0.110
H  6.544  6.469  -1.046  0.094
H  5.486  6.870  0.174  0.000
H  4.895  5.799  -1.045  0.098
C  -3.951  -1.313  2.973  -0.139
O  -4.746  -0.155  2.878  -0.038
H  -3.318  -1.377  3.868  0.082
H  -3.190  -1.234  2.183  0.052
H  -4.683  -2.194  2.805  0.114
H  -4.770  0.236  3.600  -0.067
C  -3.966  -1.737  -3.976  -0.210
O  -3.155  -2.755  -3.696  -0.145
H  -4.230  -1.814  -5.045  0.095
H  -3.536  -0.728  -3.678  0.101
H  -4.783  -1.943  -3.268  0.092
H  -2.631  -3.018  -4.501  0.135
C  -1.649  -2.241  -0.128  -0.185
O  -2.243  -3.182  -0.944  -0.133
H  -1.796  -2.712  0.759  0.069
H  -1.896  -1.039  -0.209  0.138
H  -0.686  -2.174  -0.294  -0.021
H  -2.516  -2.930  -1.921  0.117
C  -4.714  -5.198  -1.066  -0.179
O  -3.742  -5.418  -0.112  -0.078
H  -5.227  -6.019  -1.375  0.052
H  -4.359  -4.879  -2.029  0.074
H  -5.350  -4.504  -0.792  0.033
H  -3.022  -4.853  -0.366  0.028

Output
DFT total energy = -24638.47669 eV
HOMO = -9.376 eV
LUMO energy = 0.350 eV
SMILES string = COCCNCCOC.CO.CO.CO.CO

---

[2]
ORCA calculation (the ωB97M-V functional and the def2-TZVPD basis) on a molecular structure, C10H31O11.

Last column: Löwdin charge in e.
Geometry (Å):
O  -0.384  0.584  0.513  -0.360
H  0.281  1.246  0.297  0.005
C  -2.760  1.217  3.099  -0.259
C  -1.503  1.213  3.965  -0.262
O  -0.388  1.826  3.345  -0.080
O  -2.684  0.323  2.010  -0.088
H  -2.848  2.252  2.735  0.120
H  -3.602  0.962  3.745  0.110
H  -1.232  0.176  4.215  0.117
H  -1.714  1.753  4.892  0.110
H  -0.250  1.424  2.467  0.047
H  -1.811  0.502  1.587  0.021
C  -2.946  -2.952  -1.676  -0.274
C  -2.723  -1.774  -0.788  -0.231
O  -1.773  -0.886  -1.405  -0.096
O  -1.807  -3.751  -1.872  -0.062
H  -3.257  -2.555  -2.656  0.118
H  -3.790  -3.547  -1.329  0.116
H  -2.367  -1.990  0.225  0.120
H  -3.665  -1.218  -0.668  0.122
H  -1.328  -0.419  -0.667  0.022
H  -1.069  -3.162  -2.065  0.081
C  1.195  -2.584  1.611  -0.231
C  2.302  -1.551  1.530  -0.193
O  2.148  -0.630  0.472  -0.073
O  0.031  -2.034  2.206  -0.075
H  1.524  -3.381  2.286  0.117
H  0.958  -3.044  0.645  0.125
H  3.286  -2.023  1.451  0.127
H  2.305  -1.028  2.496  0.130
H  1.221  -0.269  0.482  0.079
H  -0.297  -1.309  1.647  0.043
C  3.840  1.093  -2.023  -0.231
C  4.302  -0.069  -1.178  -0.276
O  3.441  -1.185  -1.203  -0.098
O  2.883  1.897  -1.299  -0.109
H  3.310  0.783  -2.929  0.119
H  4.666  1.777  -2.242  0.105
H  4.433  0.308  -0.156  0.116
H  5.287  -0.388  -1.533  0.105
H  2.663  -0.967  -0.661  -0.076
H  1.992  1.650  -1.609  0.026
C  -0.571  1.888  -2.783  -0.211
C  -1.039  3.025  -1.863  -0.267
O  -1.839  2.540  -0.814  -0.088
O  0.359  1.048  -2.113  -0.098
H  -0.162  2.279  -3.713  0.115
H  -1.482  1.309  -2.991  0.117
H  -1.620  3.761  -2.428  0.111
H  -0.156  3.548  -1.462  0.117
H  -1.294  1.833  -0.360  0.038
H  -0.066  0.500  -1.437  0.036

Output
DFT total energy = -33395.17629 eV
HOMO = -6.277 eV
total charge = -1
LUMO energy = 3.214 eV

---

[3]
ORCA calculation (the ωB97M-V functional and the def2-TZVPD basis) on a molecular structure, C10H32F6FeN16O14S2.

Last column: Löwdin charge in e.
Geometry (Å):
Fe  0.152  -3.720  1.073  1.218
C  4.485  -3.655  2.022  -0.672
F  5.164  -3.695  0.882  0.149
F  5.356  -3.968  3.005  0.126
F  3.974  -2.449  2.249  0.143
S  3.169  -4.925  2.094  0.554
O  2.741  -4.958  3.476  -0.293
O  2.067  -4.332  1.263  -0.493
O  3.795  -6.148  1.578  -0.282
C  0.844  0.476  1.015  -0.654
F  0.866  1.682  0.514  0.187
F  1.615  0.362  2.096  0.143
F  -0.372  0.048  1.370  0.117
S  1.458  -0.790  -0.268  0.538
O  0.751  -0.619  -1.513  -0.302
O  2.878  -0.620  -0.386  -0.254
O  1.025  -2.072  0.342  -0.444
C  4.106  1.298  -3.289  -0.686
O  4.684  1.582  -4.350  -0.015
N  2.815  1.580  -3.046  0.175
N  4.726  0.506  -2.372  0.153
H  2.283  1.027  -2.403  0.054
H  2.403  2.242  -3.679  0.111
H  5.682  0.292  -2.587  0.101
H  4.233  0.092  -1.597  0.044
C  1.651  5.224  1.369  -0.662
O  2.660  4.909  0.760  0.036
N  0.824  6.267  1.041  0.153
N  1.142  4.449  2.393  0.149
H  1.173  7.081  0.569  0.104
H  0.088  6.383  1.712  0.082
H  0.276  4.668  2.848  0.055
H  1.566  3.551  2.512  0.061
C  0.818  -4.630  -1.840  -0.575
O  0.088  -4.489  -0.826  -0.116
N  1.841  -3.801  -2.143  0.229
N  0.654  -5.649  -2.701  0.201
H  2.229  -3.911  -3.061  0.122
H  1.994  -2.959  -1.629  0.073
H  1.320  -5.786  -3.434  0.118
H  -0.058  -6.310  -2.433  0.129
C  -2.914  -2.635  0.381  -0.625
O  -1.781  -3.076  0.648  -0.167
N  -4.009  -3.083  1.023  0.193
N  -3.145  -1.644  -0.517  0.180
H  -3.954  -3.818  1.706  0.123
H  -4.877  -2.875  0.559  0.106
H  -2.479  -1.664  -1.277  0.065
H  -3.956  -1.063  -0.428  0.092
C  -3.471  3.081  1.964  -0.673
O  -4.501  3.537  2.426  0.042
N  -2.224  3.537  2.283  0.162
N  -3.392  1.899  1.268  0.142
H  -1.439  3.493  1.653  0.084
H  -2.181  4.296  2.946  0.092
H  -4.295  1.711  0.854  0.097
H  -2.552  1.434  0.998  0.045
C  -1.488  2.628  -1.787  -0.665
O  -0.491  3.276  -2.076  0.036
N  -1.478  1.387  -1.215  0.160
N  -2.746  3.179  -1.890  0.153
H  -2.321  1.086  -0.782  0.037
H  -0.625  0.882  -1.038  0.039
H  -3.548  2.601  -1.752  0.079
H  -2.732  4.125  -2.227  0.108
C  -2.334  -1.048  -4.362  -0.668
O  -1.814  0.051  -4.708  0.277
N  -1.721  -1.976  -3.631  0.147
N  -3.635  -1.311  -4.675  0.117
H  -0.828  -1.820  -3.178  0.090
H  -2.362  -2.756  -3.364  0.059
H  -3.979  -0.967  -5.559  0.107
H  -4.041  -2.174  -4.268  0.052
C  -0.359  2.472  4.691  -0.669
O  -0.724  3.644  4.800  -0.002
N  -1.234  1.452  4.946  0.157
N  0.870  2.040  4.325  0.162
H  -2.066  1.591  5.486  0.107
H  -1.029  0.516  4.651  0.089
H  1.064  1.068  4.199  0.087
H  1.631  2.695  4.298  0.105

Output
spin multiplicity = 9
DFT total energy = -135756.99308 eV
HOMO (alpha / beta) = -4.659 / -8.938 eV
LUMO energy (alpha / beta) = -0.362 / -4.464 eV

---

[4]
ORCA calculation (the ωB97M-V functional and the def2-TZVPD basis) on 15 unconnected molecules or ions with the total composition C10H32N4O15S.

Last column: Löwdin charge in e.
Geometry (Å):
N  -1.398  2.144  3.015  0.196
C  -1.779  1.878  1.962  -0.314
O  -2.246  1.474  0.817  0.062
C  -1.145  0.928  0.080  -0.185
C  -0.411  1.806  -0.729  0.012
C  0.623  1.304  -1.457  0.017
C  0.987  -0.059  -1.401  -0.203
N  2.060  -0.485  -2.144  0.152
C  2.317  -1.751  -1.991  -0.089
C  1.559  -2.644  -1.173  -0.092
N  0.520  -2.256  -0.492  0.138
C  0.236  -0.918  -0.591  -0.142
C  -0.845  -0.396  0.157  -0.123
N  -1.672  -1.225  1.003  0.151
C  -1.103  -1.755  1.942  -0.713
S  -0.429  -2.763  2.932  0.811
H  -0.637  2.863  -0.805  0.100
H  1.191  1.979  -2.083  0.124
H  3.162  -2.165  -2.532  0.109
H  1.847  -3.681  -1.108  0.100
O  -3.361  -3.510  4.949  -0.070
H  -3.989  -2.795  5.093  0.034
H  -2.645  -3.102  4.448  -0.044
O  0.041  4.883  -0.772  -0.065
H  -0.597  5.564  -0.537  0.025
H  0.724  5.371  -1.253  -0.001
O  0.871  -3.655  -4.238  -0.043
H  0.382  -4.016  -4.984  0.050
H  0.376  -2.873  -3.975  0.037
O  -3.427  1.911  -1.913  -0.038
H  -3.324  0.994  -2.188  0.042
H  -3.484  1.858  -0.954  0.014
O  3.884  -4.563  -3.687  -0.075
H  4.308  -5.062  -4.389  0.031
H  2.947  -4.603  -3.910  -0.019
O  2.769  -4.430  0.865  -0.066
H  3.317  -3.784  1.333  0.013
H  1.960  -4.471  1.386  0.019
O  1.328  7.315  -0.609  -0.059
H  2.288  7.342  -0.641  0.031
H  1.114  7.540  0.304  0.050
O  -1.491  -4.526  0.082  -0.082
H  -1.045  -4.958  0.815  0.009
H  -0.866  -3.847  -0.218  -0.018
O  -3.912  3.335  5.165  -0.075
H  -4.746  2.855  5.155  0.009
H  -3.405  2.939  4.449  -0.010
O  -1.571  6.842  1.563  -0.053
H  -2.277  6.923  2.212  0.040
H  -1.266  5.933  1.662  0.028
O  2.666  5.638  -2.440  -0.044
H  3.170  5.178  -1.758  0.051
H  3.270  6.309  -2.774  0.048
O  4.923  -3.645  2.716  -0.046
H  5.446  -2.969  3.158  0.046
H  5.427  -4.456  2.833  0.050
O  2.238  -6.810  -4.123  -0.053
H  2.330  -7.726  -4.402  0.042
H  2.162  -6.856  -3.164  0.048
O  -6.266  3.057  3.397  -0.052
H  -7.151  2.734  3.201  0.041
H  -6.220  3.914  2.962  0.044

Output
DFT total energy = -58395.60109 eV
HOMO = -9.415 eV
LUMO energy = -0.595 eV

---

How do the records compare in max |F|? In the order shown, they have 11.821, 4.042, 4.509, 1.724 eV/A.